Formula: C17H19CeCl2N3
Source: the OMol25 dataset
Level of theory: ωB97M-V/def2-TZVPD

Output
LUMO level (spin up / spin down)	-0.03206 / -0.03205	hartree
gap between HOMO and LUMO (spin up / spin down)	6.230 / 6.229	eV
HOMO (spin up / spin down)	-7.102 / -7.101	eV

Last column: Mulliken charge in e.
Atoms and positions in Å:
Ce  0.93858  0.90706  -2.16554  0.6910
Cl  1.25378  3.43874  -2.33925  -0.4856
Cl  1.67528  -1.07721  -3.62029  -0.4798
C  -0.67294  1.17212  -3.43167  -0.6288
H  -1.11527  0.32540  -3.98795  0.2109
H  -1.18875  2.14402  -3.52997  0.2497
C  3.62649  0.04042  0.52337  -0.5029
C  3.46521  0.41259  -0.72794  0.0794
H  3.03524  -0.77390  0.95209  0.3493
C  4.13432  1.64520  -1.31154  -0.4008
H  3.04458  -0.30408  -1.46968  0.4217
C  5.32462  2.14353  -0.45333  -0.9081
H  4.49592  1.45432  -2.33650  0.3593
H  3.41160  2.48237  -1.41003  0.1800
C  5.04888  2.06120  1.04367  -0.6660
H  6.19242  1.51457  -0.69153  0.3285
H  5.58547  3.17060  -0.73107  0.3642
C  4.65877  0.63365  1.44722  -0.7002
H  5.93002  2.38512  1.60892  0.3248
H  4.22766  2.74076  1.28520  0.3019
H  5.58727  0.04028  1.43502  0.3212
H  4.32107  0.60596  2.49031  0.3360
N  -7.00857  -4.95098  2.77071  -0.4820
C  -6.25327  -4.16376  2.34487  0.0540
C  -5.32627  -3.19489  1.82351  0.3449
C  -3.96067  -3.50281  1.74851  -1.1006
C  -3.05356  -2.55779  1.26299  -0.4981
C  -3.52217  -1.30141  0.86325  2.1055
C  -4.88757  -0.99159  0.90021  -0.4441
C  -5.78801  -1.94641  1.38535  -1.0006
N  -2.60506  -0.34190  0.39359  0.2954
C  -2.89654  0.97797  0.00336  -0.2932
C  -1.74257  1.49337  -0.51603  -0.7605
N  -0.73904  0.50960  -0.47374  -0.2077
C  -1.28456  -0.55571  0.14385  -0.2393
H  -3.60821  -4.48111  2.06968  0.4255
H  -1.99382  -2.80182  1.20449  0.2135
H  -5.24702  -0.02429  0.54745  0.2530
H  -6.85258  -1.71727  1.42174  0.4261
H  -3.88284  1.40427  0.09294  0.3450
H  -1.55525  2.45657  -0.97482  0.5093
H  -0.77263  -1.47274  0.40855  0.3082

---

Formula: C17H19Cl2N3Os
Source: the OMol25 dataset
Level of theory: ωB97M-V/def2-TZVPD

Output
LUMO level (spin up / spin down)	-0.02315 / -0.07097	hartree
gap between HOMO and LUMO (spin up / spin down)	5.145 / 6.924	eV
2S+1	5
expectation value of S²	6.02
HOMO (spin up / spin down)	-5.775 / -8.855	eV

Last column: Mulliken spin population.
Atoms and positions in Å:
Os  -0.95070  1.37127  -0.42935  2.4309
Cl  -0.27272  3.08422  -1.84911  0.1229
Cl  1.19138  1.68446  0.48776  0.1629
C  2.75769  -0.73829  -2.81936  0.0022
H  3.03140  -1.12609  -1.83210  0.0007
H  3.04814  0.30706  -3.00654  -0.0001
C  -1.36947  0.74695  -2.03421  0.6103
C  1.87131  -1.30780  -3.60209  0.0009
H  -0.84450  -0.24914  -1.80321  0.1041
C  1.49849  -0.71855  -4.91439  -0.0056
H  1.45429  -2.34009  -3.44350  -0.0007
C  0.86304  0.66012  -4.83189  0.0080
H  2.39667  -0.61232  -5.54234  0.0004
H  0.86654  -1.42626  -5.44279  0.0012
C  -0.66391  0.91890  -4.67189  0.0427
H  1.46740  1.23946  -4.11600  -0.0025
H  1.04786  1.09993  -5.83151  0.0017
C  -1.69831  0.69921  -3.46812  -0.0182
H  -0.72804  1.99117  -4.95336  -0.0112
H  -1.17065  0.34914  -5.48421  0.0108
H  -2.55312  1.39599  -3.65707  0.0158
H  -2.10423  -0.32940  -3.61865  0.0300
N  -0.28979  1.28493  8.82765  0.0117
C  -0.36933  0.87213  7.73437  -0.0046
C  -0.48650  0.37335  6.38574  0.0297
C  -1.41920  0.93891  5.51397  -0.0068
C  -1.48523  0.51069  4.19532  0.0344
C  -0.56792  -0.44652  3.73988  -0.0599
C  0.29673  -1.10709  4.62684  0.0296
C  0.33716  -0.67988  5.95856  -0.0118
N  -0.46954  -0.66432  2.36063  0.0777
C  0.30278  -1.62868  1.71320  0.0341
C  0.07946  -1.50547  0.37829  0.0047
N  -0.95944  -0.57690  0.21059  0.1635
C  -1.23474  -0.02783  1.40305  0.2291
H  -2.08029  1.73433  5.84610  -0.0010
H  -2.22566  0.95560  3.54226  0.0209
H  0.94904  -1.91236  4.30011  0.0027
H  1.02417  -1.14444  6.65863  -0.0004
H  0.91520  -2.32331  2.25806  0.0176
H  0.61932  -1.97683  -0.42449  0.0023
H  -2.07473  0.62371  1.63516  -0.0810